No. 1
C40H37BCl2N9O2S2Sc | wB97M-V/def2-TZVPD

Output
* LUMO energy: 4.091 eV
* charge: -2
* frontier orbital gap: 0.207 Ha

Positions of all 94 atoms, in Å:
H (-5.726, 2.341, -2.718)
H (-0.807, -0.754, 5.981)
H (3.181, 0.647, 1.702)
H (7.158, -1.296, -0.519)
H (-4.651, -3.893, -0.789)
H (-0.695, -3.648, 1.245)
H (-3.399, -0.236, -1.126)
C (0.889, -2.205, 0.993)
N (-3.038, -2.554, -0.688)
C (2.779, 5.225, 2.245)
H (2.962, 2.273, -2.346)
Sc (-0.511, -0.390, 0.568)
N (-0.987, -2.937, -2.149)
N (-3.149, 0.722, -1.305)
H (0.744, -5.595, 1.500)
C (-4.140, -2.052, -3.944)
C (0.382, -3.498, 1.203)
C (-3.321, -1.801, 1.315)
C (1.069, -3.496, -2.717)
H (4.317, 0.556, -3.135)
H (-0.734, -4.718, -3.248)
H (-2.988, -3.935, -2.413)
C (-5.304, 1.429, -2.295)
C (-4.204, -1.045, -4.883)
H (-3.373, 3.779, -2.267)
C (-0.708, 3.299, -1.052)
H (1.866, -1.674, -1.685)
C (-1.948, 1.293, 3.531)
H (-4.966, -0.884, -5.627)
S (-2.006, 1.439, 1.786)
H (4.531, 5.820, 1.150)
C (3.123, -3.224, 1.138)
C (4.561, 0.761, 0.215)
C (-1.938, 1.039, 6.326)
C (4.710, 0.389, -2.138)
C (5.670, -0.055, 0.399)
C (-2.566, 2.244, 4.349)
H (-4.801, -2.881, -3.748)
C (5.815, -0.426, -1.959)
H (6.021, -0.213, 1.411)
C (2.462, 2.857, 2.428)
H (-0.978, 4.333, -1.273)
H (2.757, -1.164, 0.774)
N (3.926, 1.265, 1.395)
C (1.042, -2.296, -1.992)
C (-3.027, -0.303, -4.650)
N (-2.531, -1.707, 0.248)
O (0.941, 0.980, -2.483)
C (-0.254, -3.870, -2.787)
C (1.194, -4.616, 1.356)
C (-4.352, -2.718, 1.093)
C (2.579, -4.488, 1.326)
C (-4.123, -3.171, -0.190)
H (-1.929, 0.932, 7.406)
C (6.300, -0.654, -0.679)
H (-5.927, 1.125, -1.450)
C (-3.900, 1.678, -1.862)
N (-2.322, -0.816, -3.656)
H (4.201, -3.090, 1.104)
C (2.844, 1.834, -1.356)
C (3.605, 2.585, 1.640)
C (1.526, 1.038, -1.415)
C (-1.297, 0.199, 4.135)
Cl (5.839, 3.523, 0.352)
N (-0.191, -1.969, -1.649)
C (4.053, 0.989, -1.064)
H (0.147, 3.030, -1.668)
N (-1.915, 1.134, -0.983)
C (-1.313, 0.091, 5.528)
H (-3.057, 3.086, 3.873)
C (4.337, 3.703, 1.228)
C (3.928, 4.998, 1.513)
H (-3.050, 2.883, 6.341)
H (1.929, -4.018, -3.100)
S (-0.417, -0.976, 3.168)
H (1.144, 4.273, 3.293)
Cl (1.561, 1.508, 3.013)
C (-2.565, 2.128, 5.731)
H (-5.132, -3.014, 1.772)
B (-2.500, -2.865, -2.125)
C (-3.103, 2.801, -1.903)
N (-3.012, -1.882, -3.219)
C (2.049, 4.140, 2.714)
H (6.290, -0.889, -2.816)
H (-5.343, 0.645, -3.052)
C (2.286, -2.124, 0.975)
C (-1.872, 2.412, -1.336)
H (2.455, 6.236, 2.455)
H (2.723, 2.645, -0.637)
H (3.219, -5.356, 1.445)
H (-3.102, -1.215, 2.192)
O (1.155, 0.498, -0.302)
H (-2.668, 0.578, -5.159)
H (-0.433, 3.226, 0.003)

***

No. 2
C8H13IN | wB97M-V/def2-TZVPD

Output
* LUMO energy: -4.384 eV
* charge: +1
* frontier orbital gap: 0.297 Ha

Positions of all 23 atoms, in Å:
H (0.041, -1.587, -1.659)
H (2.177, -3.821, 0.533)
H (2.182, -3.258, -1.635)
H (0.833, 1.472, 0.426)
H (-1.497, 0.259, 0.535)
H (0.465, 1.390, -1.278)
H (-1.207, 3.174, -0.061)
C (1.725, -2.532, -0.974)
C (1.057, -1.233, -1.400)
H (1.476, -0.889, -2.351)
C (-1.131, 1.108, -0.014)
H (-0.682, 2.528, 1.514)
H (1.404, -2.648, 2.334)
C (1.077, -0.213, -0.271)
H (0.734, -0.131, 1.931)
I (3.266, 0.599, 0.050)
C (0.833, -0.858, 1.114)
N (0.382, 1.027, -0.404)
C (1.179, -2.163, 1.332)
C (1.750, -2.967, 0.232)
C (-1.344, 2.430, 0.693)
H (-2.334, 2.361, 0.938)
H (-1.695, 1.156, -0.953)

***

No. 3
C27H22BN4O8 | wB97M-V/def2-TZVPD

Output
* LUMO energy: 2.284 eV
* charge: -1
* frontier orbital gap: 0.238 Ha

Positions of all 62 atoms, in Å:
H (3.767, -3.242, -2.695)
C (-0.907, -1.179, 2.526)
C (-1.731, -4.693, 1.520)
C (2.230, 2.045, 2.227)
C (0.017, 3.207, -1.629)
C (-2.462, -0.078, -1.337)
C (0.423, -3.380, 1.457)
C (2.140, -2.153, -2.038)
O (-3.049, -1.067, 3.226)
C (-4.443, 1.626, 1.230)
C (-0.948, -3.524, 1.757)
O (1.614, -1.339, -1.061)
O (1.491, 1.557, -2.099)
C (1.124, -2.880, -2.644)
H (0.021, 4.368, 2.914)
C (0.865, 2.254, -1.084)
H (4.000, -1.506, -2.852)
C (1.142, 2.179, -3.269)
H (3.176, 1.177, 0.340)
H (-3.973, 2.552, 1.583)
H (-0.682, 3.816, -1.061)
C (0.281, 3.393, 3.356)
H (0.917, 3.593, 4.218)
H (-5.395, 1.873, 0.738)
N (-1.785, -0.339, 3.185)
B (-0.646, -1.225, 0.174)
C (0.949, 2.560, 2.385)
O (-2.325, 0.556, 0.817)
O (3.014, -3.125, 1.211)
N (-2.894, -2.392, 2.750)
N (2.421, -2.037, 1.417)
N (-2.361, -5.630, 1.222)
C (0.285, 3.228, -3.014)
H (-4.677, 0.989, 2.096)
H (4.098, -2.284, -1.226)
H (1.247, -3.690, -3.356)
H (-0.649, 2.897, 3.662)
H (2.339, 2.621, -4.909)
O (0.253, 2.478, 1.200)
O (-1.720, 0.796, 3.603)
H (3.016, 2.021, 2.980)
C (-1.754, -0.249, -0.161)
C (1.757, 1.773, -4.521)
C (-0.085, -2.501, -1.996)
C (3.579, -2.281, -2.193)
H (2.406, 0.900, -4.417)
H (-4.476, 0.825, -1.684)
C (1.142, 1.990, 0.256)
O (3.013, -0.945, 1.435)
H (-2.164, -0.448, -2.307)
H (0.992, 1.544, -5.274)
H (-0.098, 3.953, -3.722)
C (-3.625, 0.661, -1.032)
C (-1.590, -2.411, 2.371)
C (0.254, -1.630, -0.988)
C (0.132, -0.852, 1.525)
C (2.352, 1.657, 0.864)
H (0.577, 0.134, 1.550)
C (1.020, -2.112, 1.577)
C (-3.525, 0.990, 0.309)
H (-1.107, -2.813, -2.193)
H (1.017, -4.208, 1.081)

***

No. 4
C4F12K4O12S4 | wB97M-V/def2-TZVPD

Output
* LUMO energy: -3.367 eV
* charge: 0
* frontier orbital gap: 0.104 Ha

Positions of all 36 atoms, in Å:
O (-5.853, -0.378, 5.047)
K (-0.142, 3.694, 3.577)
K (-5.699, -6.520, -2.924)
S (4.406, 5.847, -4.128)
O (4.556, 6.871, -5.170)
C (3.152, 4.659, -4.977)
C (3.872, -4.405, 0.593)
O (3.723, 6.258, -2.869)
S (-4.554, -0.655, 5.685)
F (3.227, -4.509, 1.811)
O (6.350, -3.697, 1.653)
O (-3.194, 0.135, -3.016)
O (4.600, -1.916, 1.660)
F (-1.505, -1.235, 0.217)
F (-3.687, -1.040, 8.066)
O (-2.056, -2.062, -2.735)
C (-4.813, -0.618, 7.525)
F (-2.093, 0.853, -0.365)
K (-0.260, -3.477, -7.062)
F (-5.811, -1.428, 7.929)
F (2.776, 3.606, -4.207)
S (-2.903, -0.981, -2.109)
F (-0.503, -0.193, -1.365)
F (2.999, -4.027, -0.282)
C (-1.699, -0.286, -0.761)
O (-4.167, -1.976, 5.299)
F (4.396, -5.520, 0.264)
O (-4.032, -1.701, -1.466)
F (2.014, 5.280, -5.271)
S (5.286, -3.034, 0.891)
K (-4.731, 4.801, -4.528)
O (5.742, -2.566, -0.410)
O (5.652, 5.068, -3.879)
O (-3.601, 0.381, 5.328)
F (-5.075, 0.622, 8.046)
F (3.624, 4.152, -6.064)

***

No. 5
C17H16CoN8O2S2 | wB97M-V/def2-TZVPD

Output
* multiplicity: 5
* LUMO energy (spin up / spin down): -4.463 / -5.680 eV
* charge: +1
* frontier orbital gap (spin up / spin down): 0.226 / 0.180 Ha

Positions of all 46 atoms, in Å:
H (-0.405, -1.234, -1.176)
H (2.766, 4.185, 1.614)
N (-0.603, 2.874, 0.425)
Co (1.860, -0.281, 1.126)
H (-3.338, 1.710, -0.176)
C (-1.188, -0.555, -1.494)
C (0.416, 2.079, 0.789)
H (-1.254, 4.793, 0.190)
H (-3.622, 1.141, -4.836)
C (1.957, -3.025, 0.639)
H (2.293, -4.000, 0.308)
O (-2.463, -1.356, 1.245)
N (3.811, -2.043, -0.209)
O (-2.092, 1.088, 1.949)
C (0.751, -2.788, 1.359)
C (-0.299, -3.773, 1.457)
C (-2.852, 1.110, -0.933)
N (5.615, -0.850, -0.913)
C (-1.526, -0.455, -2.826)
H (6.158, -0.006, -0.921)
N (1.618, 2.546, 1.202)
H (5.978, -1.690, -1.337)
C (-0.579, -1.156, 2.428)
C (-1.507, -3.445, 1.917)
S (-1.455, 0.061, 1.175)
N (0.298, 0.727, 0.829)
C (-3.195, 1.206, -2.264)
H (-1.015, -1.056, -3.568)
C (1.791, 3.847, 1.280)
H (-2.438, -0.039, -5.242)
C (0.782, 4.740, 0.929)
H (-2.311, -4.167, 1.967)
C (-1.815, -2.037, 2.307)
C (4.463, -0.887, -0.260)
C (-2.544, 0.423, -3.234)
N (2.645, -1.952, 0.369)
C (-0.416, 4.175, 0.491)
N (0.655, -1.584, 1.931)
H (-0.081, -4.778, 1.119)
C (-1.857, 0.224, -0.560)
H (-3.976, 1.888, -2.577)
H (-2.433, -2.003, 3.207)
H (0.927, 5.809, 0.983)
N (-2.891, 0.521, -4.546)
H (-0.498, -0.555, 3.334)
S (3.870, 0.573, 0.501)

***

No. 6
C5H10NOS | wB97M-V/def2-TZVPD

Output
* multiplicity: 2
* LUMO energy (spin up / spin down): 0.791 / -2.313 eV
* charge: 0
* frontier orbital gap (spin up / spin down): 0.357 / 0.240 Ha

Positions of all 18 atoms, in Å:
H (0.529, -0.308, -0.943)
H (-0.078, -2.954, 1.450)
C (0.373, 1.454, -0.141)
O (-1.957, 0.042, 1.995)
C (0.422, 1.908, -1.579)
H (0.412, -0.578, 1.962)
H (1.058, 2.085, 0.454)
C (0.046, -0.760, 0.946)
H (1.295, 2.498, -1.929)
H (-0.644, 1.642, 0.222)
H (0.584, 1.119, -2.360)
N (0.773, 0.040, -0.016)
H (1.353, -2.434, 0.799)
S (-0.574, -2.858, -0.822)
H (-0.327, 2.644, -1.869)
C (0.272, -2.231, 0.700)
H (-2.035, -0.847, 0.124)
C (-1.502, -0.462, 1.009)

***

Sequential energy relative to the best compared isomer or geometry (same formula, charge and spin) output: 30.9; 22.8; 0.2; 217.6; 88.7; 41.2 kcal/mol